#1
{
  "formula": "C5H10N2O2",
  "method": "ωB97M-V/def2-TZVPD",
  "homo_ev": -9.38,
  "homo_lumo_gap_ev": 9.09,
  "elements": ["C", "C", "C", "C", "C", "O", "N", "N", "O", "H", "H", "H", "H", "H", "H", "H", "H", "H", "H"],
  "coordinates": [[0.864, 0.341, 0.211], [1.499, 0.265, -1.168], [1.300, 1.566, 0.995], [-1.271, -2.067, -0.539], [-1.487, -0.945, 0.425], [0.695, -0.758, 0.883], [-0.995, 0.461, -0.065], [-1.538, 1.488, 0.292], [-2.288, -0.942, 1.319], [-2.372, 1.281, 0.879], [1.261, -0.665, -1.671], [2.581, 0.355, -1.076], [1.136, 1.091, -1.782], [0.918, 1.519, 2.011], [0.909, 2.471, 0.525], [2.390, 1.623, 1.008], [-0.809, -1.755, -1.470], [-0.576, -2.756, -0.059], [-2.217, -2.573, -0.720]]
}

#2
{
  "formula": "C5H10N2O2",
  "method": "ωB97M-V/def2-TZVPD",
  "homo_ev": -7.53,
  "homo_lumo_gap_ev": 7.48,
  "elements": ["C", "C", "C", "C", "C", "N", "N", "O", "O", "H", "H", "H", "H", "H", "H", "H", "H", "H", "H"],
  "coordinates": [[-1.532, -0.460, -0.475], [-0.473, -0.514, -1.412], [1.900, 0.650, -0.704], [0.184, 0.298, 1.179], [0.947, -0.456, -0.261], [0.293, -0.589, 2.183], [-2.373, 0.574, -0.351], [-0.195, 1.451, 1.280], [1.373, -1.599, -0.006], [-1.714, -1.318, 0.159], [0.106, -0.316, 3.135], [0.757, -1.460, 1.952], [-2.096, 1.449, -0.772], [-2.873, 0.683, 0.519], [-0.344, -1.451, -1.942], [-0.390, 0.351, -2.064], [1.395, 1.613, -0.754], [2.315, 0.378, -1.676], [2.722, 0.717, 0.008]]
}

#3
{
  "formula": "C5H10N2O2",
  "method": "ωB97M-V/def2-TZVPD",
  "homo_ev": -8.64,
  "homo_lumo_gap_ev": 8.93,
  "elements": ["C", "C", "C", "C", "C", "H", "H", "H", "H", "H", "H", "H", "H", "H", "H", "N", "N", "O", "O"],
  "coordinates": [[2.270, -0.711, -0.910], [1.957, 0.228, 0.235], [1.020, 1.446, -0.273], [-0.851, -1.263, -0.312], [-2.204, 0.495, 0.089], [2.860, -1.682, -0.561], [2.608, -0.209, -1.747], [1.391, -1.248, -1.350], [2.910, 0.890, 0.394], [1.702, -0.012, 2.280], [1.344, 2.329, -0.808], [-0.367, -1.348, -1.384], [-0.376, -1.916, 0.531], [-1.979, -1.316, -0.556], [-2.375, 1.651, 0.298], [-0.241, 1.327, -0.111], [-0.827, 0.175, 0.032], [1.464, -0.670, 1.282], [-3.137, -0.433, 0.030]]
}

#4
{
  "formula": "C5H10N2O2",
  "method": "ωB97M-V/def2-TZVPD",
  "homo_ev": -9.51,
  "homo_lumo_gap_ev": 10.18,
  "elements": ["C", "C", "C", "C", "C", "H", "H", "H", "H", "H", "H", "H", "H", "H", "H", "N", "N", "O", "O"],
  "coordinates": [[0.555, 1.515, 0.660], [0.456, 0.320, -0.066], [1.521, -0.837, 0.431], [1.888, -0.666, -1.034], [-0.973, -0.280, 0.182], [1.747, 1.725, 1.200], [0.051, 1.392, 1.750], [0.152, 2.539, 0.206], [2.450, -0.909, 1.302], [0.816, -1.895, 0.267], [2.916, -0.338, -1.182], [1.612, -1.642, -1.478], [-2.209, -1.268, 0.730], [-1.538, 1.138, -1.215], [-3.813, 0.052, -0.042], [-1.216, -1.275, 0.960], [-2.018, 0.510, -0.432], [0.741, 0.203, -1.431], [-3.138, -0.286, -0.809]]
}

Relative to the most stable one, in kJ/mol, the structures come out at #1 86.1; #2 0.0; #3 411.3; #4 504.5.

#1
{
  "formula": "C6H9N",
  "method": "ωB97M-V/def2-TZVPD",
  "homo_ev": -9.24,
  "smiles": "CC1([C@@H]2C=N2)CC1",
  "homo_lumo_gap_ev": 10.34,
  "elements": ["C", "C", "C", "C", "C", "C", "N", "H", "H", "H", "H", "H", "H", "H", "H", "H"],
  "coordinates": [[2.413, -0.303, -0.323], [-0.535, 0.582, 1.277], [-1.337, 1.099, 0.003], [1.120, 0.501, -0.721], [-0.267, 0.065, -0.108], [-0.588, -1.432, -0.395], [2.241, 0.831, 0.205], [2.706, -1.340, -0.324], [0.122, 1.130, 2.060], [-1.324, 0.129, 1.814], [-2.435, 0.859, 0.141], [-1.264, 2.000, -0.611], [1.182, 1.140, -1.623], [-0.281, -1.623, -1.411], [-1.663, -1.552, -0.357], [-0.091, -2.085, 0.374]]
}

#2
{
  "formula": "C6H9N",
  "method": "ωB97M-V/def2-TZVPD",
  "homo_ev": -9.48,
  "smiles": "CC#CC[C@H]1CN1",
  "homo_lumo_gap_ev": 10.45,
  "elements": ["C", "C", "C", "C", "C", "C", "N", "H", "H", "H", "H", "H", "H", "H", "H", "H"],
  "coordinates": [[0.518, 1.901, 2.345], [-0.307, 1.468, 1.217], [-0.869, 1.032, 0.242], [-1.081, 0.284, -1.006], [0.253, -0.420, -1.199], [0.497, -1.720, -0.553], [0.357, -1.621, -2.010], [1.017, 1.029, 2.785], [-0.057, 2.399, 3.130], [1.298, 2.588, 1.999], [-1.320, 0.944, -1.848], [-1.893, -0.449, -0.925], [1.091, 0.276, -1.212], [-0.330, -2.223, -0.058], [1.473, -1.907, -0.110], [1.274, -1.644, -2.448]]
}

#3
{
  "formula": "C6H9N",
  "method": "ωB97M-V/def2-TZVPD",
  "homo_ev": -7.78,
  "smiles": "Cc1cc[nH]c1C",
  "homo_lumo_gap_ev": 8.84,
  "elements": ["C", "C", "N", "C", "C", "C", "C", "H", "H", "H", "H", "H", "H", "H", "H", "H"],
  "coordinates": [[-1.051, -0.588, -1.299], [-2.075, -0.261, -0.466], [-1.511, 0.199, 0.700], [-0.163, -0.110, 0.737], [0.188, -0.492, -0.558], [1.462, -0.101, -1.288], [0.773, 0.309, 1.839], [-1.058, -0.885, -2.337], [-3.129, -0.454, -0.543], [-1.895, 0.924, 1.280], [1.180, 0.220, -2.291], [2.299, -0.797, -1.404], [1.916, 0.683, -0.665], [1.318, -0.493, 2.316], [1.464, 0.981, 1.338], [0.282, 0.865, 2.643]]
}

Relative to the most stable one, in kJ/mol, the structures come out at #1 316.8; #2 181.8; #3 0.0.

#1
{
  "formula": "C3H6N2O",
  "method": "ωB97M-V/def2-TZVPD",
  "homo_ev": -8.44,
  "homo_lumo_gap_ev": 9.22,
  "elements": ["C", "C", "C", "H", "H", "H", "H", "H", "H", "N", "N", "O"],
  "coordinates": [[-0.723, 0.671, 0.155], [1.415, -0.488, 0.349], [2.680, -0.290, -0.262], [-2.905, -0.833, -1.103], [-3.386, 0.674, 0.133], [-0.969, 1.683, 0.346], [0.843, -1.100, 1.372], [2.751, 0.754, -0.872], [3.687, -0.968, -0.124], [-2.743, -0.429, -0.046], [-1.396, -0.349, 0.005], [0.745, 0.674, 0.047]]
}

#2
{
  "formula": "C3H6N2O",
  "method": "ωB97M-V/def2-TZVPD",
  "homo_ev": -9.61,
  "smiles": "O=C1NCCN1",
  "homo_lumo_gap_ev": 10.52,
  "elements": ["O", "C", "N", "C", "C", "N", "H", "H", "H", "H", "H", "H"],
  "coordinates": [[2.459, -0.325, -0.648], [1.299, -0.203, -0.313], [0.678, 1.005, -0.004], [-0.758, 0.821, -0.059], [-0.822, -0.592, 0.524], [0.345, -1.185, -0.125], [1.120, 1.825, -0.382], [-1.105, 0.824, -1.099], [-1.310, 1.592, 0.488], [-0.638, -0.513, 1.607], [-1.779, -1.082, 0.321], [0.510, -2.167, -0.309]]
}

Relative to the most stable one, in kJ/mol, the structures come out at #1 631.0; #2 0.0.

#1
{
  "formula": "C3H6N2O",
  "method": "ωB97M-V/def2-TZVPD",
  "homo_ev": -9.95,
  "smiles": "[H]/N=C/NC(C)=O",
  "homo_lumo_gap_ev": 10.81,
  "elements": ["C", "C", "O", "N", "C", "N", "H", "H", "H", "H", "H", "H"],
  "coordinates": [[0.072, -1.205, -1.598], [-0.568, -0.139, -0.737], [-1.429, 0.630, -1.112], [-0.015, -0.079, 0.532], [-0.057, 1.040, 1.350], [0.707, 1.092, 2.361], [-0.485, -1.333, -2.526], [1.091, -0.880, -1.838], [0.146, -2.162, -1.072], [0.697, -0.750, 0.789], [-0.755, 1.806, 1.005], [0.597, 1.979, 2.845]]
}

#2
{
  "formula": "C3H6N2O",
  "method": "ωB97M-V/def2-TZVPD",
  "homo_ev": -10.10,
  "smiles": "CN1C(=O)N1C",
  "homo_lumo_gap_ev": 11.05,
  "elements": ["C", "C", "C", "N", "N", "O", "H", "H", "H", "H", "H", "H"],
  "coordinates": [[1.174, -0.132, 0.450], [-0.354, 1.879, 0.282], [-0.465, -1.659, -0.605], [0.351, 0.710, -0.283], [-0.091, -0.678, 0.318], [2.262, -0.230, 0.952], [-0.956, 1.477, 1.141], [0.474, 2.541, 0.715], [-0.880, 2.204, -0.619], [-0.202, -2.538, 0.017], [-1.551, -1.785, -0.975], [0.239, -1.788, -1.392]]
}

Relative to the most stable one, in kJ/mol, the structures come out at #1 0.0; #2 327.1.

#1
{
  "formula": "C3H6N2O",
  "method": "ωB97M-V/def2-TZVPD",
  "homo_ev": -9.62,
  "smiles": "[H]/N=C/N(C)C=O",
  "homo_lumo_gap_ev": 10.41,
  "elements": ["C", "N", "C", "N", "C", "O", "H", "H", "H", "H", "H", "H"],
  "coordinates": [[1.069, -0.291, 1.090], [0.190, 0.037, -0.021], [-1.115, -0.441, -0.101], [-1.836, -0.192, -1.115], [0.576, 0.934, -1.006], [1.657, 1.475, -1.049], [1.909, 0.406, 1.065], [1.465, -1.311, 1.019], [0.543, -0.186, 2.045], [-1.413, -1.004, 0.788], [-2.793, -0.498, -1.000], [-0.253, 1.071, -1.715]]
}

#2
{
  "formula": "C3H6N2O",
  "method": "ωB97M-V/def2-TZVPD",
  "homo_ev": -9.55,
  "smiles": "C/N=C/NC=O",
  "homo_lumo_gap_ev": 10.51,
  "elements": ["C", "N", "C", "N", "C", "O", "H", "H", "H", "H", "H", "H"],
  "coordinates": [[-2.084, -0.064, -0.622], [-0.803, -0.727, -0.750], [0.136, 0.019, -0.349], [1.288, -0.512, 0.186], [2.224, 0.253, 0.838], [3.113, -0.199, 1.515], [-1.929, 0.932, -0.180], [-2.677, -0.017, -1.539], [-2.634, -0.643, 0.128], [0.082, 1.119, -0.319], [1.224, -1.496, 0.421], [2.061, 1.335, 0.672]]
}

Relative to the most stable one, in kJ/mol, the structures come out at #1 0.0; #2 29.0.

#1
{
  "formula": "C3H6N2O",
  "method": "ωB97M-V/def2-TZVPD",
  "homo_ev": -8.90,
  "smiles": "C/N=C/NC=O",
  "homo_lumo_gap_ev": 9.75,
  "elements": ["C", "N", "C", "N", "C", "O", "H", "H", "H", "H", "H", "H"],
  "coordinates": [[-1.901, 0.264, -0.366], [-0.621, -0.109, 0.121], [0.363, -0.388, -0.630], [1.598, -0.493, -0.012], [1.570, 0.127, 1.284], [2.563, 0.287, 1.950], [-2.075, 1.329, -0.152], [-1.988, 0.089, -1.443], [-2.657, -0.313, 0.173], [0.297, -0.498, -1.719], [2.443, -0.614, -0.560], [0.409, 0.318, 1.354]]
}

#2
{
  "formula": "C3H6N2O",
  "method": "ωB97M-V/def2-TZVPD",
  "homo_ev": -8.88,
  "smiles": "[H]/N=C/CCN=O",
  "homo_lumo_gap_ev": 9.16,
  "elements": ["C", "C", "C", "N", "N", "O", "H", "H", "H", "H", "H", "H"],
  "coordinates": [[0.499, 0.694, -0.245], [-0.841, 0.581, 0.545], [1.275, -0.549, -0.452], [1.042, -1.571, 0.244], [-1.901, 0.348, -0.307], [-2.744, -0.510, -0.075], [0.171, 0.930, -1.221], [0.957, 1.495, 0.250], [-0.856, -0.183, 1.421], [-1.150, 1.569, 0.829], [1.987, -0.376, -1.129], [1.561, -2.428, 0.138]]
}

Relative to the most stable one, in kJ/mol, the structures come out at #1 0.0; #2 268.2.